[1]
{"formula": "C4H6O2", "method": "ωB97M-V with the def2-TZVPD basis set", "symbols": ["O", "C", "C", "O", "C", "C", "H", "H", "H", "H", "H", "H"], "positions_angstrom": [[0.057347, -1.453768, -1.188376], [0.014819, -0.407924, -0.285356], [1.239745, 0.318714, 0.206999], [0.584996, 1.558142, 0.432409], [-0.752984, 0.860233, -0.484838], [-1.253397, -0.128318, 0.500660], [0.131571, -2.275295, -0.683608], [1.697567, -0.015955, 1.137419], [1.989560, 0.369801, -0.595716], [-0.241291, 1.841001, -0.690493], [-2.067360, -0.777267, 0.173696], [-1.279551, 0.155348, 1.548623]], "forces_ev_per_angstrom": [[-0.027, -0.189, 0.035], [0.220, 0.203, 0.058], [0.349, -0.433, 0.275], [-0.181, -0.523, 0.534], [1.022, 0.412, 0.838], [-0.117, 0.194, 0.033], [-0.021, 0.126, -0.166], [0.201, -0.277, -0.010], [-0.069, 0.055, 0.162], [-1.589, 0.199, -1.586], [0.132, 0.298, -0.081], [0.080, -0.066, -0.093]], "lowdin_charge": [0.041, -0.485, -0.173, -0.150, 0.040, -0.014, 0.113, 0.118, 0.130, 0.145, 0.121, 0.116], "gap_ha": 0.368, "spin_multiplicity": 1, "e_homo_ev": -9.415}

---

[2]
{"formula": "C3H9BO2", "method": "ωB97M-V with the def2-TZVPD basis set", "symbols": ["C", "C", "C", "B", "O", "O", "H", "H", "H", "H", "H", "H", "H", "H", "H"], "positions_angstrom": [[-1.022591, -0.436572, 1.149875], [0.268596, 0.120545, 0.612631], [1.341182, -0.992120, 0.371247], [-0.161708, 0.879908, -0.928949], [-1.491422, 0.911598, -1.241514], [0.898448, 1.238845, -1.666270], [-1.550580, -1.133946, 0.318176], [-1.584655, 0.437839, 1.438963], [-0.993464, -1.040829, 2.109462], [0.660078, 0.829232, 1.407959], [0.662883, -1.629135, -0.135332], [2.184071, -0.543664, -0.172199], [1.778881, -1.281221, 1.348149], [-1.854330, 1.127938, -2.047002], [0.864611, 1.511582, -2.565196]], "forces_ev_per_angstrom": [[-1.137, -2.182, -0.217], [0.448, 1.524, -0.818], [-0.067, 2.734, 1.177], [0.295, -1.335, 2.706], [1.240, -0.804, 2.905], [0.895, -0.045, 0.428], [0.844, 1.785, 2.033], [-1.013, -0.008, -0.354], [0.518, 0.402, -1.086], [-0.357, -0.284, -1.179], [0.656, -1.900, -0.695], [-0.409, -0.598, -0.449], [-0.688, -0.587, -0.589], [-0.802, 0.912, -2.847], [-0.423, 0.386, -1.014]], "lowdin_charge": [-0.157, -0.341, -0.088, -0.568, 0.191, 0.197, 0.127, 0.060, 0.087, 0.127, 0.058, 0.070, 0.082, 0.061, 0.093], "gap_ha": 0.372, "spin_multiplicity": 1, "e_homo_ev": -9.844}